Below is one molecule with the formula C17H16N4O4 in a non-equilibrium geometry, with properties calculated with wB97M-V/def2-TZVPD.

Its charge is 0. As for the energy relative to the best compared isomer or geometry (same formula, charge and spin): 231.5 kJ/mol. The SMILES is CCOc1ccccc1NC(=O)Cn1ncc2ccc([N+](=O)[O-])cc21. The largest force on an atom is 1.45 eV/Å. The value obtained for the frontier orbital gap is 8.12 eV.

Last column: Löwdin charge in e.
Atoms and positions in Å:
C: 0.90 1.37 3.15  -0.0507
C: 1.28 1.21 1.69  -0.2366
O: 1.11 -0.12 1.22  -0.0460
C: -0.11 -0.73 1.25  -0.2239
C: -0.05 -2.12 1.42  -0.0011
C: -1.19 -2.90 1.41  -0.0808
C: -2.43 -2.31 1.25  -0.0849
C: -2.51 -0.94 1.08  -0.0286
C: -1.37 -0.15 1.05  -0.1855
N: -1.54 1.24 0.80  0.1378
C: -2.04 1.84 -0.30  -0.4753
O: -2.28 3.02 -0.32  0.0723
C: -2.27 0.96 -1.54  -0.0201
N: -1.31 -0.08 -1.73  -0.1050
N: -1.69 -1.35 -1.85  0.1248
C: -0.62 -2.09 -1.97  -0.0678
C: 0.54 -1.29 -1.92  -0.1421
C: 1.92 -1.51 -1.96  0.0009
C: 2.76 -0.43 -1.84  0.0025
C: 2.24 0.87 -1.69  -0.1527
N: 3.15 1.96 -1.52  -0.3599
O: 4.33 1.75 -1.71  0.0831
O: 2.69 3.03 -1.18  0.0758
C: 0.88 1.13 -1.66  0.0847
C: 0.04 0.03 -1.77  -0.1589
H: 1.51 0.72 3.77  0.0842
H: 1.07 2.40 3.46  0.0835
H: -0.14 1.11 3.32  0.0700
H: 0.75 1.93 1.06  0.1037
H: 2.35 1.39 1.56  0.1287
H: 0.92 -2.56 1.54  0.1239
H: -1.11 -3.97 1.54  0.1059
H: -3.33 -2.90 1.26  0.1041
H: -3.47 -0.46 0.94  0.1215
H: -1.40 1.88 1.58  0.1509
H: -3.25 0.49 -1.46  0.1376
H: -2.29 1.64 -2.40  0.1414
H: -0.70 -3.15 -2.07  0.1158
H: 2.32 -2.51 -2.08  0.1178
H: 3.83 -0.54 -1.85  0.1171
H: 0.51 2.14 -1.55  0.1320